(1)
# C2H9N3O2S

C2H9N3O2S as an isolated structure at a distorted geometry (wB97M-V/def2-TZVPD, the OMol25 dataset).

XYZ file:
```
17
Properties=species:S:1:pos:R:3:nbo_charge:R:1
O -0.4277 -2.2057 -0.0433 -0.92
H 1.7422 0.5951 -0.4414 0.20
H 1.1958 2.0766 0.4398 0.20
H -1.4424 1.8289 1.2227 0.21
H 0.3752 -0.5657 -2.8859 0.40
O -2.1142 -1.1148 -1.4653 -0.89
C -1.2240 0.7794 0.8539 -0.48
C 1.0481 1.0498 0.3083 -0.10
H -0.7837 0.2104 1.7315 0.17
S -0.7563 -1.2247 -1.0331 2.14
H 1.0339 -2.1455 -2.4098 0.42
H 1.1521 1.0515 2.3061 0.35
N 0.2095 -1.4342 -2.4774 -1.04
H -2.1278 0.2076 0.5896 0.24
N 1.4251 0.4246 1.5836 -0.84
H 0.9555 -0.4253 1.8620 0.37
N -0.2613 0.8921 -0.1414 -0.42
```

Computed properties:
Relative energy (zero: lowest compared OMol25 entry of this formula, charge and spin): 234.6 kJ/mol
E_LUMO (spin up / spin down): -0.94 / -0.93 eV
HOMO level (spin up / spin down): -9.081 / -9.079 eV
Kohn-Sham gap (spin up / spin down): 8.15 / 8.15 eV

=====

(2)
# C21H25F3PS2

A 4-piece molecular cluster, C21H25F3PS2 overall at a distorted geometry (wB97M-V/def2-TZVPD, the OMol25 dataset).

XYZ file:
```
52
Properties=species:S:1:pos:R:3:nbo_charge:R:1
H -4.8502 -7.0065 0.5573 0.23
H -0.7851 -5.6927 0.8652 0.23
H -1.9557 -0.4679 -3.2010 0.27
C 0.1195 -1.5625 -1.3635 -0.52
P -4.0523 -1.8108 -2.6678 0.76
S -4.6932 -2.9198 -0.9274 -0.21
H -1.8337 -2.2941 -0.4170 0.25
F 0.7084 1.0464 -0.1644 -0.34
F -2.7755 -6.1405 -0.7401 -0.34
H -3.6344 -2.8265 -3.6436 0.09
C -4.0212 -7.0050 2.5546 -0.18
H -1.5484 -3.0655 -2.1445 0.22
C -3.9821 -6.8018 1.1752 -0.30
C -1.6860 -6.0545 1.3497 -0.29
H 0.6743 9.2539 0.0991 0.22
H 1.2087 8.2854 -2.1251 0.22
H 2.9037 -0.2774 -0.5736 0.22
C 4.2883 1.0571 0.4150 -0.18
C 4.4237 2.2451 1.1349 -0.23
C 2.0433 2.6245 0.9710 -0.29
S 1.1956 -3.0722 -1.8238 -0.06
C 3.0283 0.6477 -0.0205 -0.30
H -4.9270 -7.3803 3.0244 0.23
C 2.8107 6.8003 1.0605 0.39
C -2.8942 -6.7241 3.3310 -0.22
H 1.6996 8.2753 2.1525 0.23
C 1.9308 7.8710 1.1726 -0.28
C 1.6595 7.8676 -1.2275 -0.23
H 3.8151 5.4221 -0.2412 0.23
H 5.4057 2.5630 1.4786 0.23
C -2.8142 -6.3308 0.5854 0.37
C -2.4007 -0.8905 -2.1982 -0.68
C 1.9180 1.4367 0.2589 0.39
C 2.5399 6.7878 -1.3302 -0.19
H 0.5971 -3.5542 -3.0296 0.13
F 3.3667 6.2854 2.1652 -0.33
H -3.9265 -4.1232 -0.8064 0.25
H -2.5791 0.0234 -1.4837 0.29
C 3.1226 6.2553 -0.1802 -0.29
C 1.3567 8.4109 0.0219 -0.19
H -2.9266 -6.8785 4.4074 0.23
H -0.8537 -6.0251 3.3372 0.23
H 0.4124 -0.6622 -2.0618 0.25
H 0.3212 -1.3746 -0.2238 0.27
C -1.7283 -6.2469 2.7303 -0.18
H 2.7712 6.3638 -2.3042 0.22
H 1.1618 3.2242 1.1731 0.23
C -1.4352 -2.0704 -1.5145 -0.44
H 3.4093 3.9517 1.9807 0.24
H 5.1635 0.4511 0.1935 0.22
H -5.0537 -0.9198 -3.1980 0.11
C 3.3018 3.0287 1.4164 -0.19
```

Computed properties:
E_LUMO: -4.32 eV
HOMO level: -10.721 eV
Charge: +1
Kohn-Sham gap: 6.40 eV

=====

(3)
# C7H10

A single C7H10 molecule at a distorted geometry (wB97M-V/def2-TZVPD, the OMol25 dataset).

XYZ file:
```
17
Properties=species:S:1:pos:R:3:nbo_charge:R:1
C 1.6311 0.0472 -0.7968 -0.43
H -0.6099 1.7900 -0.6240 0.21
H -0.8268 1.6890 1.1260 0.24
H 2.3854 -0.4585 -1.3822 0.24
H -2.2038 1.4094 0.0413 0.22
H 1.5848 0.0407 2.8246 0.19
H 0.0813 -0.4441 1.8046 0.16
C -0.8242 -0.2155 -0.0317 -0.04
H -2.2027 -0.3780 -1.5811 0.19
H 1.4665 1.0749 -1.1050 0.24
C -1.5356 -0.9103 -0.9274 -0.29
H -1.3802 -1.9697 -1.1107 0.20
C 0.5115 -0.7344 -0.3544 -0.20
C 1.7478 -0.0844 0.6715 -0.09
H 0.5782 -1.8150 -0.3762 0.23
C 1.1571 -0.1626 1.8467 -0.41
C -1.1297 1.2458 0.1713 -0.65
```

Computed properties:
Relative energy (zero: lowest compared OMol25 entry of this formula, charge and spin): 555.3 kJ/mol
Structure (SMILES): C=C(C)[C@H]1CC1=C
E_LUMO: 0.81 eV
HOMO level: -7.279 eV
Kohn-Sham gap: 8.09 eV

=====

Listing DFT total energy for the structures above in their given order: -794.40664 -2252.18071 -272.50648 Eh.